A structure of composition C5H11NO2 in a non-equilibrium geometry, computed with ωB97M-V/def2-TZVPD.

Kohn-Sham gap   9.987 eV
E_LUMO   0.33 eV
Net charge   0
HOMO energy   -9.66 eV

XYZ file:
```
19
C5H11NO2 | the OMol25 dataset | ωB97M-V/def2-TZVPD
O 2.35 -0.06 1.07
O -2.99 0.33 0.94
N -0.73 1.21 -0.36
C 2.29 0.59 0.06
C -0.55 -0.25 0.10
C -1.91 -0.98 0.33
C 0.50 -0.92 -0.75
C 1.66 -0.03 -1.19
H 1.37 0.73 -1.91
H -1.62 1.37 0.11
H -1.01 1.11 -1.34
H -3.09 -0.41 0.34
H 0.05 -1.24 -1.70
H -0.24 0.00 1.11
H 0.86 -1.84 -0.29
H -2.22 -1.61 -0.50
H 2.78 1.58 0.08
H 2.56 -0.53 -1.54
H -1.89 -1.47 1.30
```


The molecule C5H11NO2 in a non-equilibrium geometry, computed with ωB97M-V/def2-TZVPD.

Kohn-Sham gap   10.245 eV
SMILES   CN(C)C(=O)CCO
E_LUMO   0.77 eV
Net charge   0
HOMO energy   -9.47 eV

XYZ file:
```
19
C5H11NO2 | the OMol25 dataset | ωB97M-V/def2-TZVPD
O -1.70 -1.45 -2.40
O -0.40 -1.67 0.19
N 0.68 0.19 0.96
C 0.62 1.61 1.17
C -0.26 -0.46 0.10
C -0.67 0.39 -1.09
C -0.62 -0.53 -2.30
C 1.13 -0.68 2.10
H 1.58 2.22 1.49
H -0.14 2.09 1.93
H -0.73 0.11 -3.22
H 0.37 2.26 0.28
H -1.74 -2.08 -1.63
H 0.22 -1.00 2.63
H 1.95 -0.25 2.71
H -0.20 1.36 -1.16
H 0.23 -1.21 -2.29
H 1.49 -1.51 1.48
H -1.80 0.62 -0.95
```


The molecule C5H11NO2 in a non-equilibrium geometry, computed with ωB97M-V/def2-TZVPD.

Kohn-Sham gap   9.736 eV
SMILES   NC1([C@H](O)CO)CC1
E_LUMO   0.94 eV
Net charge   0
HOMO energy   -8.80 eV

XYZ file:
```
19
C5H11NO2 | the OMol25 dataset | ωB97M-V/def2-TZVPD
O 0.87 1.80 -0.15
O 2.21 -0.45 -0.86
N -1.73 1.16 -0.49
C -0.73 0.14 -0.11
C 1.69 -0.34 0.45
C 0.59 0.73 0.57
C -1.14 -1.14 0.54
C -0.69 -1.19 -0.83
H 0.38 0.97 1.65
H 1.34 -1.22 0.86
H -1.77 2.05 -0.09
H -0.50 -1.51 1.38
H 2.52 0.01 1.21
H -2.20 -1.29 0.81
H 0.31 -1.57 -1.02
H 2.57 0.42 -0.99
H 0.38 1.83 -0.99
H -2.65 0.91 -0.32
H -1.46 -1.29 -1.63
```


The molecule C5H11NO2 in a non-equilibrium geometry, computed with ωB97M-V/def2-TZVPD.

Kohn-Sham gap   9.544 eV
SMILES   CCCNCC(=O)O
E_LUMO   0.67 eV
Net charge   0
HOMO energy   -8.87 eV

XYZ file:
```
19
C5H11NO2 | the OMol25 dataset | ωB97M-V/def2-TZVPD
O 0.88 -2.78 -1.70
O 1.87 -2.26 0.21
N -0.60 -0.74 0.59
C -0.34 0.51 -0.13
C -0.55 -2.09 0.05
C 0.84 -2.37 -0.40
C -0.04 2.94 -0.01
C -0.22 1.75 0.94
H 0.59 2.89 -0.88
H 0.52 0.46 -0.86
H -1.11 1.83 1.67
H -1.11 -2.23 -0.80
H 0.05 -0.82 1.38
H 1.14 -3.64 -2.00
H 0.57 1.60 1.52
H -1.18 0.70 -0.79
H -0.97 3.44 -0.08
H -1.05 -2.78 0.80
H 0.71 3.61 0.51
```


A structure of composition C5H11NO2 in a non-equilibrium geometry, computed with ωB97M-V/def2-TZVPD.

Kohn-Sham gap   9.018 eV
E_LUMO   0.68 eV
Net charge   0
HOMO energy   -8.34 eV

XYZ file:
```
19
C5H11NO2 | the OMol25 dataset | ωB97M-V/def2-TZVPD
O -1.64 -0.50 -0.16
O -1.37 0.78 1.78
N 1.03 -0.75 -1.32
C 1.16 -0.13 -0.12
C -2.82 0.21 -0.49
C -0.84 0.16 0.85
C 2.46 0.55 0.17
C 0.39 -0.75 1.03
H -3.35 -0.38 -1.24
H 0.12 -1.16 -1.48
H 1.43 -0.29 -2.13
H 2.84 1.09 -0.70
H -2.58 1.20 -0.91
H -3.44 0.35 0.39
H 2.35 1.23 1.01
H 0.86 -0.54 1.99
H 3.20 -0.20 0.45
H 0.00 0.94 0.00
H 0.19 -1.81 0.88
```


A cluster of 2 separate species, C5H11NO2 in total in a non-equilibrium geometry, computed with ωB97M-V/def2-TZVPD.

Kohn-Sham gap   9.842 eV
SMILES   C=NC=O.CCCO
E_LUMO   0.28 eV
Net charge   0
HOMO energy   -9.57 eV

XYZ file:
```
19
C5H11NO2 | the OMol25 dataset | ωB97M-V/def2-TZVPD
O -2.05 -0.85 -1.10
O 2.15 2.21 0.67
N -0.58 -2.22 0.06
C -1.15 -3.10 0.73
C -1.01 -1.48 -1.02
C -0.12 1.67 -1.03
C 0.20 0.66 0.06
C 1.17 1.37 1.19
H 2.73 1.69 0.08
H -2.14 -3.51 0.48
H -0.69 0.39 0.63
H 0.75 1.86 -1.66
H 0.99 -0.04 -0.21
H -0.45 2.62 -0.59
H -0.93 1.30 -1.65
H -0.35 -1.67 -1.89
H -0.66 -3.47 1.62
H 1.60 0.59 1.83
H 0.52 2.00 1.80
```


A structure of composition C5H11NO2 in a non-equilibrium geometry, computed with ωB97M-V/def2-TZVPD.

Kohn-Sham gap   9.045 eV
E_LUMO   0.72 eV
Net charge   0
HOMO energy   -8.32 eV

XYZ file:
```
19
C5H11NO2 | the OMol25 dataset | ωB97M-V/def2-TZVPD
O 2.73 1.07 -0.80
O 0.80 -1.21 1.47
N -1.57 0.25 1.33
C -0.83 -0.25 -1.02
C 1.33 -0.95 0.26
C 0.59 -0.34 -0.94
C 1.59 0.51 -0.14
C -1.78 0.56 -0.19
H 0.15 -0.42 1.69
H -1.86 0.81 2.16
H -2.04 -0.73 1.47
H 1.33 -0.65 -1.82
H 3.45 1.25 -0.33
H -1.07 -0.03 -2.17
H -2.12 1.86 -0.32
H -1.23 -1.35 -0.74
H 1.03 1.05 0.62
H -2.86 -0.13 -0.61
H 2.37 -1.31 0.08
```


The molecule C5H11NO2 in a non-equilibrium geometry, computed with ωB97M-V/def2-TZVPD.

Kohn-Sham gap   4.674 eV
E_LUMO   -3.68 eV
Net charge   0
HOMO energy   -8.35 eV

XYZ file:
```
19
C5H11NO2 | the OMol25 dataset | ωB97M-V/def2-TZVPD
O 0.31 -1.13 2.34
O -1.38 -1.33 -2.08
N -0.45 1.11 -0.41
C 0.24 2.40 -0.07
C 0.50 -1.18 -0.57
C -0.19 -0.09 0.27
C 0.46 0.01 1.76
C -0.61 -2.02 -1.29
H 0.01 -2.86 -1.79
H -0.11 2.86 0.86
H 0.17 3.03 -0.96
H -1.18 -2.50 -0.46
H 1.00 -0.65 -1.38
H 1.51 0.34 1.53
H -0.06 0.86 2.26
H -1.23 -0.38 0.44
H 1.22 2.02 0.17
H 1.22 -1.73 0.05
H -1.42 1.26 -0.67
```


A cluster of 2 separate species, C5H11NO2 in total, computed with ωB97M-V/def2-TZVPD.

Kohn-Sham gap   10.996 eV
SMILES   CC(C)(O)O.CC#N
E_LUMO   0.76 eV
Net charge   0
HOMO energy   -10.24 eV

XYZ file:
```
19
C5H11NO2 | the OMol25 dataset | ωB97M-V/def2-TZVPD
O 1.24 -0.14 -1.45
O -0.15 -1.12 0.11
N -1.50 0.86 -2.03
C 2.25 -1.11 0.44
C 0.83 0.96 0.67
C 1.03 -0.35 -0.09
C -2.85 0.51 0.13
C -2.11 0.70 -1.07
H 2.39 -2.02 -0.14
H -2.24 -0.09 0.80
H -3.78 -0.03 -0.09
H 3.14 -0.49 0.33
H -0.07 -1.93 -0.42
H 0.48 0.32 -1.83
H 0.67 0.76 1.73
H 2.11 -1.35 1.49
H -3.10 1.46 0.59
H 1.71 1.58 0.55
H -0.03 1.49 0.28
```


The molecule C5H11NO2 in a non-equilibrium geometry, computed with ωB97M-V/def2-TZVPD.

Kohn-Sham gap   10.254 eV
SMILES   CC(=O)NCCCO
E_LUMO   0.75 eV
Net charge   0
HOMO energy   -9.51 eV

XYZ file:
```
19
C5H11NO2 | the OMol25 dataset | ωB97M-V/def2-TZVPD
O 3.20 -0.97 0.07
O -3.30 -0.07 -0.24
N -1.41 0.46 0.84
C 1.97 -1.14 0.77
C 0.04 0.55 0.83
C -2.20 0.43 -0.27
C 0.78 -0.51 0.00
C -1.66 1.12 -1.50
H -2.47 1.22 -2.22
H 0.04 -1.29 -0.23
H 0.33 1.57 0.53
H -1.81 0.03 1.65
H 3.38 -1.74 -0.48
H 0.39 0.57 1.85
H 1.75 -2.20 0.87
H 2.08 -0.65 1.73
H -0.83 0.62 -1.99
H 1.08 -0.13 -0.98
H -1.37 2.13 -1.23
```


The ion C5H11NO2 with charge +1 in a non-equilibrium geometry, computed with ωB97M-V/def2-TZVPD.

Kohn-Sham gap (alpha / beta)   6.689 / 6.027 eV
Multiplicity   2
E_LUMO (alpha / beta)   -8.96 / -9.00 eV
Net charge   +1
HOMO energy (alpha / beta)   -15.65 / -15.03 eV

XYZ file:
```
19
C5H11NO2 | the OMol25 dataset | ωB97M-V/def2-TZVPD
O -2.39 -1.39 0.21
O 2.21 0.41 0.29
N 0.20 0.55 -1.26
C 0.13 -0.89 0.85
C 1.71 -0.85 0.82
C 0.08 1.81 -0.52
C -0.41 -0.61 -0.62
C -1.86 -0.29 -0.35
H 2.21 -1.82 0.48
H -0.29 -1.50 -1.25
H -0.41 -0.28 1.56
H 0.81 2.50 -0.87
H -0.97 2.27 -0.73
H 1.97 -0.86 1.91
H 1.39 0.54 -1.13
H -1.88 0.62 0.27
H 0.10 1.74 0.58
H -0.24 -1.96 1.11
H -2.37 0.03 -1.35
```


The molecule C5H11NO3, computed with ωB97M-V/def2-TZVPD.

Kohn-Sham gap   10.529 eV
SMILES   CCN[C@](C)(O)C(=O)O
E_LUMO   0.72 eV
Net charge   0
HOMO energy   -9.81 eV

XYZ file:
```
20
C5H11NO3 | the OMol25 dataset | ωB97M-V/def2-TZVPD
O -2.70 -1.66 0.56
O -0.01 -1.69 0.44
O -2.78 0.28 -0.55
N -0.20 0.29 -0.87
C 2.29 0.03 -0.74
C -0.50 0.39 1.59
C -2.16 -0.68 0.11
C -0.64 -0.44 0.30
C 1.09 0.96 -0.83
H -0.19 -0.37 -1.65
H -2.09 0.89 -0.90
H 2.35 -0.60 -1.63
H -1.06 -0.10 2.39
H 3.21 0.61 -0.66
H 0.54 0.44 1.89
H 1.08 1.66 0.01
H -0.89 1.39 1.45
H -0.68 -2.33 0.72
H 2.20 -0.61 0.13
H 1.15 1.56 -1.75
```


The molecule C5H11NO4S2 in a non-equilibrium geometry, computed with ωB97M-V/def2-TZVPD.

Kohn-Sham gap (alpha / beta)   6.520 / 5.590 eV
Multiplicity   3
E_LUMO (alpha / beta)   0.24 / -3.05 eV
Net charge   0
HOMO energy (alpha / beta)   -6.28 / -8.64 eV

XYZ file:
```
23
C5H11NO4S2 | the OMol25 dataset | ωB97M-V/def2-TZVPD
S 1.27 -1.66 -0.17
S 1.64 1.44 -0.21
O 1.07 1.83 -1.50
O 2.77 2.16 0.25
O 3.68 -0.64 -0.07
O -0.75 1.26 1.07
N 2.41 -0.45 -0.72
C -2.47 -0.42 0.52
C -1.91 1.53 -0.99
C 0.29 1.74 1.35
C 3.65 -0.53 1.33
C -1.43 0.51 0.02
H -3.03 1.77 -0.95
H 4.18 -1.39 1.71
H -1.58 1.13 -2.05
H -3.43 0.10 0.80
H -0.57 -0.04 -0.53
H -1.50 2.49 -1.04
H 4.06 0.35 1.63
H -2.11 -1.05 1.43
H 2.57 -0.49 -1.81
H 2.63 -0.51 1.74
H -2.70 -1.24 -0.13
```


So what do the calculations give for relative energy (zero: lowest compared OMol25 entry of this formula, charge and spin)? Going down the list: 506.81 202.34 317.78 252.56 328.65 298.21 615.83 796.78 68.15 94.17 751.22 28.79 219.52 kJ/mol.